1.
ORCA calculation (the ωB97M-V functional and the def2-TZVPD basis) on C18H17N3O6Pt as an isolated structure in a non-equilibrium geometry.

As for the charge: +2. The value obtained for the HOMO energy (spin up / spin down) is -13.941 / -13.921 eV. For the lowest unoccupied orbital energy (spin up / spin down), the calculation gives -7.86 / -7.96 eV.

Positions of all 45 atoms, in Å:
C 1.924342 1.640071 3.247962
N 0.464442 1.528471 0.593362
O 1.864442 -1.985629 2.262662
H -1.794658 -0.578729 -4.224638
H 0.265942 3.955271 -0.043238
N -1.301358 0.850771 -2.820338
H 0.481942 -5.193729 -2.617338
H -0.769358 4.592771 -1.334238
O 1.674542 -0.721629 -0.758038
C -0.517258 -2.282429 1.440562
H -1.161358 -4.441129 0.303962
C 2.952642 0.297871 4.967362
C 0.936642 -1.950429 1.145562
O -1.196758 -2.345329 0.188962
C 2.739642 -0.847929 4.213662
O -0.063258 -5.048529 -1.820338
H -0.591358 -3.222329 1.996862
O 0.048442 -2.875329 -2.268338
C -2.119358 3.065671 -3.151638
H 3.068942 -1.812529 4.569662
O 0.956142 -0.743129 0.484462
C -2.772558 2.650971 -4.288038
C -0.675658 3.824671 -0.573438
C -0.718058 2.458871 -1.160738
H -2.173258 4.094371 -2.835938
N -0.152358 1.435971 -0.532338
H -1.035958 -1.493229 2.005762
H 2.725642 2.422171 5.057462
C -1.379358 2.140071 -2.386538
H 3.442942 0.220271 5.924662
H -2.321358 -3.710729 -0.814638
C -2.690858 1.316771 -4.690438
H 2.729142 -2.355129 1.974262
C -0.357158 -3.804529 -1.590338
C 2.100842 -0.733829 2.999362
Pt -0.232058 -0.614429 -1.821438
H -3.343558 3.352571 -4.875038
C 1.675842 0.492871 2.463362
H 1.643042 2.605171 2.858962
H -3.201558 0.957571 -5.567538
C 2.547142 1.532871 4.472862
C -1.921958 0.459671 -3.931038
C 1.033242 0.537471 1.194962
H -1.483358 3.953071 0.149362
C -1.302158 -3.625629 -0.410438

Forces on atoms 1 to 2 (eV/Å):
-0.149 -0.398 -0.445
1.883 0.191 3.702



2.
ORCA calculation (the ωB97M-V functional and the def2-TZVPD basis) on a 5-piece molecular cluster, C31H30IN2O2P overall in a non-equilibrium geometry.

The value obtained for the HOMO energy is -8.916 eV. As for the SMILES: C#CC[C@@H](C#N)[C@](O)(C#N)P(O)I.c1ccccc1.c1ccccc1.c1ccccc1.c1ccccc1. For the lowest unoccupied orbital energy, the calculation gives -0.18 eV.

Positions of all 67 atoms, in Å:
C 2.915886 3.788687 4.503443
H 0.209118 -1.724383 -1.343982
H 0.585833 -4.144171 5.791021
P -4.864623 1.968121 1.801677
C -0.115303 -2.719449 -3.218207
H -2.501609 -0.240454 -1.119137
C 2.800507 2.488069 4.975235
H 2.858765 2.290092 6.037709
C -4.363534 0.696979 -0.685465
H 0.826576 -1.061378 2.832025
H 2.571622 3.196694 1.187762
C 3.975959 -2.190782 -5.230128
C 3.609218 -0.699374 -3.381829
C 2.610664 1.441452 4.084080
C 0.158620 -0.340205 -2.985775
H 3.069877 4.604344 5.198134
C 2.832847 4.044213 3.141685
C 0.859258 -2.601471 4.325883
H -2.645481 1.363739 -1.848996
C 0.002799 -0.187040 -4.357184
H 2.980834 -0.341947 -2.576744
O -4.820443 3.586411 2.067653
C 5.226973 -1.625335 -5.439150
H -4.893863 3.748019 3.017558
C -4.997000 1.980282 -0.110671
C 0.099612 -3.470240 5.097272
H -0.160661 -3.705809 -2.774730
H -6.758420 1.139627 -0.308501
H -0.630953 2.309536 1.494908
H -1.876277 -4.147363 5.585125
C 5.665969 -0.592333 -4.623316
C -1.435565 1.863843 0.971384
H 0.327888 0.528047 -2.359802
H -0.336891 -1.180415 -6.228144
H 2.191044 -2.163439 -4.043288
C -1.147532 -1.750136 3.309665
N -4.903424 -1.313292 0.883930
H -1.633162 -1.081154 2.609381
H 0.048405 0.799224 -4.800769
C 3.165043 -1.727004 -4.203560
H 1.938091 -2.595642 4.420897
C -4.402521 3.187932 -0.663097
H 2.385410 0.878776 2.026162
C 0.094818 -1.605620 -2.414706
C -2.090434 1.288815 0.169942
C -0.267799 -2.566192 -4.591030
H 2.919861 5.058753 2.774619
C 4.857718 -0.130247 -3.593520
H 5.201355 0.674092 -2.955233
C -0.212591 -1.299816 -5.159716
C 2.531570 1.696187 2.721920
H -0.430423 -3.434061 -5.217211
H -2.985780 -2.619729 3.989736
N -4.009329 4.145097 -1.147408
H 5.859304 -1.989509 -6.238947
C -1.283643 -3.473975 4.979174
O -6.371794 2.006266 -0.490653
I -7.055450 1.214533 2.642490
C -2.852280 0.777786 -0.962443
H -4.847889 0.507932 -1.641971
C 2.638369 2.997731 2.250229
C -4.668609 -0.479442 0.136422
C -1.907424 -2.615310 4.084299
C 0.234948 -1.740931 3.433180
H 2.524317 0.426617 4.451435
H 3.632275 -2.994652 -5.869199
H 6.638954 -0.147530 -4.789102

Forces on atoms 1 to 2 (eV/Å):
-0.010 -0.001 0.003
0.026 -0.005 -0.002



3.
ORCA calculation (the ωB97M-V functional and the def2-TZVPD basis) on a 2-piece molecular cluster, ClH3O2SSi overall in a non-equilibrium geometry.

Its relative energy (zero: lowest compared OMol25 entry of this formula, charge and spin) is 0.952 eV. The value obtained for the HOMO energy is -8.601 eV. As for the SMILES: O=[SiH2].OSCl. For the lowest unoccupied orbital energy, the calculation gives -0.96 eV.

Positions of all 8 atoms, in Å:
O 2.093328 -1.619772 0.689027
H 1.181271 -1.430539 0.469153
Cl 3.222703 1.075433 0.300433
H -0.859949 1.459396 0.492631
H -2.917265 0.046571 -0.569595
S 3.049385 -0.822301 -0.411487
O -0.540077 -1.014336 0.165785
Si -1.529706 0.092700 0.042720

Forces on atoms 1 to 2 (eV/Å):
1.943 0.576 -0.541
-1.253 0.196 -0.235